(1)
Below is a molecular structure, C2H19HgO8 in a non-equilibrium geometry, with properties calculated with the ωB97M-V functional and the def2-TZVPD basis.

```
30
Properties=species:S:1:pos:R:3:forces:R:3
Hg -3.0780 3.8276 3.1999 0.1 -0.3 -0.2
C -0.9618 -0.8467 -0.4353 -1.1 -2.2 0.5
C -0.6614 0.5669 -0.8574 0.9 3.6 -0.2
O -1.3972 1.6355 -0.2146 1.7 -2.8 -1.3
H -0.9179 -0.9541 0.6485 0.1 0.2 -0.1
H -0.2320 -1.5211 -0.8832 0.5 0.5 0.0
H -1.8946 -1.2768 -0.8002 -0.4 0.7 0.1
H -0.5870 0.7152 -1.9347 -2.0 -0.2 -0.7
H 0.4206 0.6507 -0.7550 0.4 0.4 1.9
O 4.3815 -0.6416 -3.2923 0.0 0.1 0.3
H 4.6503 0.0889 -3.8494 0.2 0.1 -0.2
H 3.5397 -0.9208 -3.6522 -0.2 -0.2 -0.1
O -3.8278 -3.7228 2.2297 -0.1 0.4 0.1
H -3.2032 -4.1746 2.7972 0.1 -0.2 0.2
H -3.4698 -3.8269 1.3480 0.0 -0.1 -0.3
O -5.0165 -4.6006 -2.2383 0.2 -0.1 0.1
H -5.6389 -4.2477 -1.6023 -0.3 0.0 0.2
H -4.6575 -3.8289 -2.6762 0.1 0.1 -0.2
O 2.0132 5.4664 0.2079 -0.2 0.1 0.2
H 1.3694 4.7786 0.0382 -0.1 -0.1 -0.1
H 2.8383 5.1091 -0.1205 0.4 -0.1 -0.1
O -3.6130 0.2123 4.1986 0.1 0.4 -0.2
H -3.8123 -0.0792 5.0882 -0.1 -0.1 0.3
H -3.5487 -0.5960 3.6899 -0.1 -0.3 -0.2
O 3.8702 -0.5474 1.4671 -0.1 -0.2 0.0
H 3.4622 0.0709 2.0734 0.0 0.1 0.3
H 3.9296 -0.0690 0.6402 0.1 0.1 -0.3
O 5.1690 3.2511 -1.3687 -0.3 0.2 0.1
H 5.7240 2.7479 -0.7728 0.2 -0.1 0.2
H 5.1496 2.7331 -2.1735 0.0 -0.1 -0.2
```
Forces are in eV/Å.

- Spin multiplicity: 1
- Orbital gap: 3.13 eV
- Net charge: +1

Results of the Mulliken charge analysis, in e, for atoms 1 through 8: atom 1 (Hg): 0.576, atom 2 (C): -0.879, atom 3 (C): -0.078, atom 4 (O): -0.120, atom 5 (H): 0.318, atom 6 (H): 0.333, atom 7 (H): 0.308, atom 8 (H): 0.302

***

(2)
Below is 9 unconnected molecules or ions with the total composition C3H23O10 in a non-equilibrium geometry, with properties calculated with the ωB97M-V functional and the def2-TZVPD basis.

```
36
Properties=species:S:1:pos:R:3:forces:R:3
C -1.6062 2.2657 -0.6125 0.1 -0.4 -1.3
O -1.0997 1.1585 0.0741 0.4 -0.6 1.4
C -0.6735 2.6588 -1.7780 0.3 0.1 -0.2
C -0.3464 1.4133 -2.5804 0.3 -1.8 -0.8
O 0.4039 0.4398 -1.8747 -0.3 0.5 0.4
H -2.5571 1.8843 -1.0251 -0.2 1.0 0.0
H -1.6858 3.1135 0.0666 -0.4 -0.1 0.2
H 0.2271 3.1595 -1.3914 0.0 -0.4 0.0
H -1.0992 3.3784 -2.4951 -0.4 -0.1 0.4
H -1.3056 0.9505 -2.9134 0.1 0.2 0.3
H 0.1754 1.5350 -3.5450 0.0 0.9 0.1
H -0.7014 0.5246 -0.5682 0.3 0.6 -0.2
H 0.5493 -2.0696 -3.3074 -0.2 -0.2 0.1
H 0.3763 -0.9025 -2.2654 -1.2 -0.6 -0.1
O 0.0157 -1.8969 -2.5213 1.0 0.5 -0.2
H -0.3339 -1.0421 2.4591 -0.1 -0.7 1.4
H -0.7035 0.0976 1.9056 -0.6 1.9 0.5
O -0.5814 -0.1843 2.8361 -0.4 -0.5 -2.3
H 2.1371 1.3210 1.5752 -0.7 -0.3 -0.2
H 2.6177 2.2207 2.5899 -0.3 0.1 0.5
O 1.8574 1.6344 2.4592 1.2 0.1 -0.6
H 0.6009 -0.7060 4.3055 0.8 0.2 0.1
H 1.7163 0.0488 3.6793 0.1 -0.1 -0.3
O 1.5577 -0.8052 4.1164 -0.4 0.1 0.7
H 0.5323 -2.2301 3.4537 0.1 -0.9 0.1
H 0.1119 -2.9852 2.2205 -0.2 -0.6 0.0
O -0.0344 -2.9849 3.1778 0.5 0.7 -0.3
H -0.0738 -4.0296 -0.7874 -0.1 0.2 -0.1
H 0.5773 -2.8294 -0.1335 0.0 0.2 -0.4
O -0.1147 -3.4809 0.0012 0.0 -0.2 0.6
H 3.0333 1.4413 -1.3654 -0.2 -0.1 -0.4
H 1.5027 0.9047 -0.9977 1.2 0.3 -0.8
O 2.4552 1.1764 -0.6567 -0.5 -0.1 1.4
H -2.4549 -2.0242 -2.0401 -0.5 0.0 -0.4
H -2.1345 -1.5203 -0.7658 -0.5 0.3 0.5
O -2.9417 -1.6354 -1.2959 1.1 -0.3 -0.2
```
Forces are in eV/Å.

- Spin multiplicity: 1
- Orbital gap: 8.75 eV
- Net charge: -1

Results of the Mulliken charge analysis, in e, for atoms 1 through 8: atom 1 (C): -0.596, atom 2 (O): -0.503, atom 3 (C): -0.417, atom 4 (C): -0.610, atom 5 (O): -0.791, atom 6 (H): 0.304, atom 7 (H): 0.290, atom 8 (H): 0.289

***

(3)
Below is a single C4H4O molecule in a non-equilibrium geometry, with properties calculated with the ωB97M-V functional and the def2-TZVPD basis.

```
9
Properties=species:S:1:pos:R:3:forces:R:3
C -1.4812 -0.1360 0.3015 1.1 -0.4 -1.2
C -1.6163 -1.3116 -0.2375 0.0 0.9 0.6
C -0.0950 0.5222 -0.1011 -0.2 0.3 0.3
C 1.1574 -0.2905 -0.1803 -0.8 1.1 -0.6
O -0.0261 1.7161 -0.1520 -0.8 0.2 -0.1
H -2.0590 0.6112 0.7988 -0.6 0.0 0.3
H 1.1394 -0.7162 0.8045 0.4 -1.4 0.1
H 1.8994 0.5294 -0.1188 0.2 -1.0 -0.8
H 1.0814 -0.9246 -1.1150 0.7 0.3 1.5
```
Forces are in eV/Å.

- Spin multiplicity: 1
- Orbital gap: 9.59 eV
- Net charge: 0

Results of the Mulliken charge analysis, in e, for atoms 1 through 8: atom 1 (C): -0.202, atom 2 (C): -0.319, atom 3 (C): 0.568, atom 4 (C): -0.877, atom 5 (O): -0.475, atom 6 (H): 0.373, atom 7 (H): 0.295, atom 8 (H): 0.264

***

Here are the calculated HOMO energy numbers, same order: -13.39 -5.63 -10.44 (eV).
Here are the calculated ΔE to the lowest compared entry with this formula, charge and spin numbers, same order: 6.5885 0.0000 3.6805 (eV).